{
  "formula": "C4H6N3O",
  "method": "the ωB97M-V functional and the def2-TZVPD basis",
  "e_tot_ev": -10754.693,
  "charge": 1,
  "relative_energy_kj_mol": 54.9,
  "max_force_ha_per_bohr": 0.0930,
  "smiles": "N#C[C@@H](C=O)C(N)=[NH2+]",
  "symbols": ["N", "C", "C", "C", "O", "C", "N", "N", "H", "H", "H", "H", "H", "H"],
  "coordinates": [[-2.6821, -0.3848, -1.1450], [-1.7672, -0.1865, -0.4651], [-0.7194, -0.1282, 0.4589], [-0.4867, -1.7085, 0.5284], [0.4579, -2.1505, 0.0266], [0.4784, 0.6380, -0.0595], [1.3353, 1.1369, 0.7847], [0.7319, 0.4878, -1.3357], [-0.9070, 0.2392, 1.5516], [-1.3088, -2.2206, 0.9232], [1.0879, 1.4300, 1.7763], [2.2866, 1.6604, 0.5373], [0.0626, 0.0867, -1.9405], [1.4306, 1.0999, -1.6413]],
  "atomic_forces_ev_per_a": [[1.0059, 0.1829, 0.3539], [-3.3156, 0.6628, -1.2331], [1.4536, 0.8473, 3.3485], [0.3858, 2.3587, 0.0411], [2.2855, -1.6512, -0.9367], [-0.5939, -2.3597, -0.1204], [2.8570, 3.2438, 2.0432], [0.1136, 0.9379, 1.7740], [-0.4695, -0.5677, -2.0668], [-1.4941, -1.0202, 0.9465], [-0.0287, -0.9953, -1.8574], [-2.8198, -1.7694, 0.0795], [-0.5922, -0.3945, -0.8679], [1.2124, 0.5245, -1.5044]]
}

{
  "formula": "C9H29BNbO5",
  "method": "the ωB97M-V functional and the def2-TZVPD basis",
  "e_tot_ev": -22260.323,
  "charge": -1,
  "max_force_ha_per_bohr": 0.0415,
  "symbols": ["C", "B", "O", "Nb", "H", "H", "H", "H", "H", "H", "H", "H", "H", "C", "O", "C", "C", "O", "C", "H", "H", "H", "H", "H", "H", "H", "H", "H", "H", "C", "O", "C", "C", "O", "C", "H", "H", "H", "H", "H", "H", "H", "H", "H", "H"],
  "coordinates": [[7.5357, -3.2189, 3.1254], [6.1885, -3.8761, 2.6547], [6.3365, -5.1453, 2.1855], [4.0879, -2.7994, 2.6806], [8.3199, -3.3797, 2.3827], [7.4431, -2.1536, 3.3212], [7.8366, -3.7131, 4.0520], [5.4515, -5.4713, 1.9889], [3.5314, -4.3163, 1.7329], [4.4825, -1.9415, 1.0817], [4.8631, -1.4075, 3.6390], [4.1690, -3.8068, 4.2297], [2.3091, -2.4460, 3.1180], [-0.1633, 0.4279, -2.2027], [-0.7564, 0.6491, -0.9394], [-0.7681, -0.5157, -0.1214], [0.3525, -0.5302, 0.8875], [1.6151, -0.6027, 0.2652], [2.3134, 0.6218, 0.2066], [0.0392, 1.4016, -2.6476], [0.7737, -0.1247, -2.1130], [-0.8478, -0.1266, -2.8584], [-0.7130, -1.4141, -0.7442], [-1.7257, -0.5293, 0.4102], [0.2515, -1.4190, 1.5181], [0.2887, 0.3505, 1.5362], [2.7199, 0.8852, 1.1895], [1.6745, 1.4353, -0.1525], [3.1442, 0.4832, -0.4814], [-5.6769, 2.7283, -3.7172], [-5.1722, 1.6664, -2.9376], [-3.9082, 1.9382, -2.3467], [-4.0409, 2.3442, -0.8997], [-4.7355, 3.5769, -0.7646], [-6.0947, 3.4310, -0.4140], [-6.7286, 2.5192, -3.9083], [-5.5923, 3.6859, -3.1979], [-5.1516, 2.7964, -4.6778], [-3.3802, 2.7141, -2.9097], [-3.3159, 1.0211, -2.3991], [-3.0407, 2.4776, -0.4812], [-4.5447, 1.5566, -0.3308], [-6.2023, 3.1635, 0.6443], [-6.5902, 2.6716, -1.0234], [-6.5784, 4.3920, -0.5816]],
  "atomic_forces_ev_per_a": [[0.0207, 0.4459, 0.0108], [-0.7360, -0.1780, 0.4837], [-0.0403, -0.6515, -0.2259], [-1.2908, 1.6526, -0.4048], [0.0939, -0.0751, -0.0458], [0.0747, 0.0513, 0.0595], [0.0610, -0.0389, 0.0874], [-0.0144, -0.0912, -0.1285], [0.3187, -0.2131, -0.0627], [0.7740, -0.1613, -0.0805], [0.2702, 0.0655, 0.0015], [0.5246, 0.0580, -0.2786], [-0.1023, -0.8012, 0.5293], [-0.0228, 0.0122, -0.0353], [-0.0014, 0.0103, 0.0147], [-0.2223, 0.0431, 0.0033], [0.1299, -0.1003, 0.2147], [-0.0142, -0.0297, -0.2245], [0.0569, 0.0160, 0.0928], [-0.0323, 0.0149, -0.0056], [0.0149, -0.0023, -0.0152], [0.0638, -0.0131, -0.0104], [-0.0045, -0.0112, -0.0164], [0.0134, -0.0175, -0.0047], [-0.0197, 0.0329, 0.0343], [-0.0092, 0.0136, -0.0066], [-0.0230, 0.0198, -0.0153], [0.0008, 0.0001, -0.0032], [0.0470, -0.0182, 0.0151], [0.0078, 0.0087, -0.0329], [-0.0174, 0.0044, 0.0250], [-0.0053, -0.2372, -0.0616], [0.1250, 0.1571, 0.0878], [-0.0238, 0.0221, -0.0284], [0.0008, -0.0133, 0.0471], [-0.0054, -0.0108, -0.0296], [-0.0098, 0.0172, -0.0090], [0.0063, 0.0239, 0.0245], [-0.0057, 0.0330, 0.0050], [0.0324, 0.0189, 0.0095], [0.0134, -0.0376, 0.0035], [-0.0217, -0.0182, -0.0145], [-0.0016, -0.0240, -0.0278], [-0.0198, -0.0065, -0.0045], [-0.0065, 0.0288, 0.0229]]
}

| no. | frontier orbital gap (eV) |
| --- | --- |
| 1 | 10.57 |
| 2 | 6.25 |